No. 1
Computed, not measured: a molecular structure, C18H28BF4N6ORuS2Si, with ωB97M-V/def2-TZVPD.

The geometry in XYZ format:
```
62
C18H28BF4N6ORuS2Si (ωB97M-V/def2-TZVPD)
Ru -0.299 -0.254 -0.136
C 0.109 2.595 1.166
C 0.299 1.561 2.263
N -0.103 0.157 1.910
C 0.811 -0.789 2.576
C 2.229 -0.697 1.996
S 2.331 -0.235 0.227
C 2.896 1.489 0.271
C 1.922 2.376 -0.493
N 0.527 2.086 -0.155
H -0.927 2.907 1.117
H 0.702 3.476 1.438
H 1.354 1.526 2.522
H -0.247 1.861 3.158
H -1.051 0.032 2.261
H 0.856 -0.576 3.649
H 0.413 -1.790 2.430
H 2.838 0.024 2.539
H 2.722 -1.662 2.090
H 3.022 1.797 1.308
H 3.875 1.534 -0.204
H 2.167 3.424 -0.284
H 2.039 2.204 -1.559
H -0.055 2.499 -0.876
C -1.676 -6.753 1.404
Si -1.085 -5.798 -0.095
C -1.774 -6.555 -1.660
C 0.782 -5.799 -0.145
C -1.830 -4.058 0.046
C -3.217 -3.949 0.166
C -3.860 -2.720 0.226
C -3.094 -1.573 0.186
N -1.770 -1.656 0.099
C -1.144 -2.846 0.001
S 0.554 -2.504 -0.243
H -1.314 -7.782 1.366
H -2.766 -6.789 1.463
H -1.307 -6.301 2.327
H -1.423 -7.582 -1.779
H -1.459 -5.986 -2.537
H -2.866 -6.576 -1.651
H 1.124 -6.837 -0.192
H 1.219 -5.343 0.744
H 1.170 -5.279 -1.021
H -3.820 -4.850 0.204
H -4.935 -2.644 0.302
H -3.518 -0.581 0.239
F 1.163 0.653 -2.719
B 0.036 0.100 -3.316
F 0.314 -0.876 -4.217
F -0.807 1.098 -3.803
F -0.744 -0.514 -2.189
N -2.555 2.155 -1.717
C -2.642 1.906 -0.400
O -1.914 1.022 0.162
C -3.530 2.633 0.427
C -4.380 3.627 -0.105
N -5.058 4.453 -0.541
C -3.485 2.321 1.804
N -3.345 2.031 2.914
H -1.921 1.643 -2.317
H -3.124 2.877 -2.127
```

Properties
Spin multiplicity = 2
Gap between HOMO and LUMO (alpha / beta) = 7.9898 / 7.1431 eV
Electronic energy = -73793.32745 eV

---

No. 2
Computed, not measured: a molecular structure, C18H28BIrN7O2, with ωB97M-V/def2-TZVPD.

The geometry in XYZ format:
```
57
C18H28BIrN7O2 (ωB97M-V/def2-TZVPD)
Ir -0.689 1.356 0.137
C 2.565 2.883 -0.839
C 2.572 1.408 -0.643
C 3.627 0.485 -0.810
C 3.090 -0.822 -0.398
C 3.792 -2.122 -0.373
N 1.855 -0.617 -0.055
N 1.517 0.738 -0.229
B 0.773 -1.566 0.640
N 0.394 -0.867 1.951
N -0.168 0.385 1.947
C -0.346 0.766 3.226
C -0.966 2.076 3.569
C 0.108 -0.248 4.057
C 0.570 -1.259 3.228
C 1.147 -2.581 3.604
N -0.450 -1.688 -0.274
N -1.353 -0.660 -0.316
C -2.452 -1.100 -0.947
C -3.686 -0.269 -1.065
C -2.244 -2.422 -1.336
C -0.985 -2.769 -0.883
C -0.276 -4.076 -0.999
H 3.112 3.162 -1.738
H 3.056 3.367 0.008
H 1.549 3.272 -0.895
H 4.629 0.673 -1.168
H 4.842 -2.000 -0.625
H 3.334 -2.806 -1.091
H 3.706 -2.585 0.611
H 1.279 -2.623 0.842
H -1.178 2.670 2.678
H -0.307 2.654 4.216
H -1.903 1.925 4.104
H 0.092 -0.265 5.134
H 1.130 -2.693 4.684
H 2.180 -2.674 3.267
H 0.577 -3.398 3.161
H -3.514 0.766 -0.769
H -4.459 -0.672 -0.409
H -4.084 -0.292 -2.078
H -2.940 -3.069 -1.844
H -0.959 -4.828 -1.387
H 0.103 -4.420 -0.038
H 0.567 -4.003 -1.688
N -0.478 1.439 -2.272
C -1.620 1.994 -3.042
C -1.934 3.417 -2.603
C -2.476 3.451 -1.197
O -3.568 3.810 -0.886
O -1.605 3.007 -0.236
H 0.350 1.999 -2.458
H -0.280 0.490 -2.575
H -2.479 1.347 -2.877
H -1.391 1.967 -4.108
H -2.692 3.846 -3.254
H -1.037 4.042 -2.656
```

Properties
Charge = +2
Spin multiplicity = 6
Gap between HOMO and LUMO (alpha / beta) = 9.0272 / 4.7527 eV
Electronic energy = -37145.17990 eV

---

No. 3
Computed, not measured: a molecular structure, C18H28Br2N3O4SV, with ωB97M-V/def2-TZVPD.

The geometry in XYZ format:
```
57
C18H28Br2N3O4SV (ωB97M-V/def2-TZVPD)
V 0.443 0.510 -0.370
O -0.583 -0.040 1.401
C -0.534 0.568 2.478
C 0.205 1.780 2.725
C 0.122 2.357 3.997
C 0.808 3.522 4.241
C 1.572 4.147 3.269
C 1.666 3.587 2.004
C 0.991 2.409 1.740
O 1.105 1.852 0.512
N 0.727 4.125 5.592
O 0.031 3.551 6.398
O 1.359 5.137 5.773
H -1.106 0.156 3.316
H -0.468 1.902 4.782
H 2.091 5.064 3.512
H 2.260 4.050 1.230
Br -1.791 2.074 -0.898
C -2.767 0.525 -1.533
Br -1.594 -1.007 -1.390
H -3.028 0.684 -2.572
H -3.626 0.367 -0.894
C 5.499 -2.726 1.690
C 6.476 -3.064 0.568
C 5.894 -2.987 -0.842
C 5.398 -1.601 -1.255
N 4.071 -1.268 -0.697
C 2.883 -1.752 -0.992
S 1.584 -1.378 0.171
N 2.555 -2.527 -2.004
C 3.330 -3.072 -3.139
C 2.820 -4.465 -3.502
C 1.551 -4.496 -4.353
C 0.324 -3.825 -3.740
H 5.921 -2.991 2.658
H 4.557 -3.271 1.584
H 5.276 -1.656 1.738
H 6.852 -4.078 0.715
H 7.348 -2.409 0.630
H 5.080 -3.712 -0.944
H 6.663 -3.282 -1.560
H 5.356 -1.477 -2.336
H 6.070 -0.829 -0.881
H 4.083 -0.735 0.159
H 1.582 -2.800 -2.007
H 4.376 -3.118 -2.862
H 3.230 -2.388 -3.986
H 2.685 -5.041 -2.582
H 3.618 -4.960 -4.057
H 1.314 -5.542 -4.554
H 1.761 -4.043 -5.325
H 0.110 -4.212 -2.737
H -0.561 -4.017 -4.346
H 0.428 -2.734 -3.695
C 1.163 0.563 -2.039
H 1.844 1.413 -2.161
H 1.088 -0.061 -2.926
```

Properties
Charge = +2
Gap between HOMO and LUMO (alpha / beta) = 7.5871 / 7.8857 eV
Electronic energy = -208370.25524 eV